This record from the OMol25 dataset describes a molecular structure, C22H66BrMnNO14 at a distorted geometry. The level of theory is the ωB97M-V functional and the def2-TZVPD basis.

Last column: Mulliken spin population.
Positions of all 105 atoms, in Å:
Mn  -0.5117  0.9631  2.5798  4.726
Br  0.0706  0.3491  0.1634  0.047
N  -1.5783  2.1961  5.4952  0.004
O  -0.8370  2.4243  6.4369  0.005
O  -2.6809  2.6827  5.4730  0.004
O  -1.1631  1.5668  4.5756  0.029
C  -2.0523  -3.8560  -1.8731  -0.001
C  -3.3592  -3.4848  -2.6178  0.000
O  -4.2623  -2.7932  -1.7297  0.000
H  -2.2649  -4.5038  -1.0227  0.000
H  -1.5369  -2.9428  -1.5755  0.002
H  -1.4826  -4.3424  -2.6649  0.000
H  -3.8031  -4.3951  -3.0206  0.000
H  -3.2481  -2.9032  -3.5329  0.000
H  -3.7914  -1.9647  -1.6138  0.000
C  -0.7668  5.2456  -1.8020  0.000
C  -1.1736  3.8026  -1.7295  0.000
O  -2.1533  3.6057  -0.7217  0.001
H  0.0617  5.4552  -2.4785  0.000
H  -0.5247  5.6426  -0.8162  0.000
H  -1.6580  5.7844  -2.1238  0.000
H  -0.3052  3.1734  -1.5343  0.002
H  -1.5484  3.5399  -2.7187  0.000
H  -2.9036  4.1307  -1.0097  0.000
C  1.5086  -2.4798  -3.1475  -0.002
C  1.7281  -3.0845  -1.7844  0.002
O  2.3089  -2.1450  -0.9574  0.000
H  2.3971  -2.0215  -3.5818  0.000
H  0.8235  -1.6371  -3.0543  0.002
H  1.0859  -3.1795  -3.8685  0.000
H  2.3887  -3.9486  -1.8562  0.000
H  0.7584  -3.4414  -1.4375  0.000
H  1.6499  -1.5606  -0.5757  0.002
C  2.2681  3.7925  1.2205  -0.003
C  0.9708  3.8189  1.9577  0.016
O  0.8595  2.6331  2.7493  0.019
H  2.2651  4.6313  0.5243  0.001
H  2.3331  2.8940  0.6069  0.004
H  3.1026  3.7939  1.9216  0.000
H  0.1729  3.8978  1.2193  -0.002
H  0.9480  4.7118  2.5825  0.004
H  1.3352  2.8264  3.5605  0.004
C  -0.1020  -4.8944  2.6642  0.000
C  0.2549  -4.9886  1.1810  0.000
O  -0.1374  -6.2239  0.6208  0.000
H  -1.1749  -4.8910  2.8565  0.000
H  0.3748  -4.0695  3.1937  0.000
H  0.1442  -5.7681  3.2676  0.000
H  1.3194  -4.8706  0.9783  0.000
H  -0.2282  -4.1799  0.6326  0.000
H  0.2941  -6.2650  -0.2358  0.000
C  2.6525  -1.6198  2.8267  -0.006
C  2.2939  -0.2570  3.4951  0.015
O  0.8727  -0.2035  3.6332  0.019
H  2.2460  -1.6795  1.8171  0.006
H  2.2111  -2.4108  3.4330  0.000
H  3.7066  -1.8709  2.7089  0.001
H  2.7094  0.5290  2.8644  0.000
H  2.7236  -0.1728  4.4932  0.003
H  0.6328  -0.7393  4.3928  0.006
C  -2.7740  -2.3823  1.3682  -0.007
C  -1.9429  -2.0111  2.5563  0.000
O  -2.0940  -0.5955  2.8644  0.024
H  -2.8340  -3.4690  1.3081  0.000
H  -2.2566  -2.1534  0.4365  0.003
H  -3.7313  -1.8611  1.3718  0.001
H  -0.8975  -2.1784  2.2968  0.011
H  -2.2145  -2.6401  3.4040  0.003
H  -2.9304  -0.4650  3.3171  0.003
C  -1.7499  0.5298  -3.6981  0.000
C  -3.0266  0.5772  -2.7476  -0.001
O  -2.7593  -0.2644  -1.6946  0.001
H  -1.6215  -0.4460  -4.1666  0.000
H  -0.9171  0.8666  -3.0808  0.002
H  -1.8675  1.2203  -4.5333  0.000
H  -3.9242  0.1951  -3.2339  0.000
H  -3.2269  1.5703  -2.3454  0.000
H  -1.9262  -0.0334  -1.2774  0.004
C  -4.3465  1.6728  1.0001  0.000
C  -3.6301  2.4007  2.1135  0.007
O  -2.2192  2.2724  1.8829  0.041
H  -4.2402  2.1733  0.0377  0.000
H  -5.4074  1.5553  1.2209  0.000
H  -3.9551  0.6555  1.0101  0.002
H  -3.7327  1.8517  3.0495  -0.002
H  -4.0129  3.4145  2.2305  0.002
H  -2.1609  2.6638  1.0083  -0.005
C  4.9073  1.8089  -0.3598  0.000
C  4.8543  0.2571  -0.2235  0.000
O  5.8359  -0.1433  0.6868  0.000
H  5.8334  2.1616  -0.8136  0.000
H  4.7872  2.3188  0.5961  0.000
H  4.0425  2.1732  -0.9144  0.000
H  4.9903  -0.1348  -1.2314  0.000
H  3.8896  -0.1449  0.0862  0.001
H  5.6968  0.3283  1.5113  0.000
C  3.3314  0.6409  -3.6451  -0.002
C  2.2138  1.6489  -4.0024  0.002
O  2.4605  2.1830  -5.3263  0.000
H  3.1174  0.1343  -2.7040  0.002
H  4.2700  1.1844  -3.5368  0.000
H  3.4355  -0.1449  -4.3933  0.000
H  2.0117  2.4394  -3.2797  -0.001
H  1.2429  1.1545  -3.9703  0.000
H  3.2541  2.7128  -5.2202  0.000

Output
net charge = 0
DFT total energy = -5710.80404 hartree
2S+1 = 6
LUMO energy (spin up / spin down) = 0.00585 / 0.00565 hartree
HOMO-LUMO gap (spin up / spin down) = 8.57 / 8.57 eV
⟨S²⟩ = 8.752

=====

This record from the OMol25 dataset describes a molecular structure, C18H14AsIN3O8PtS3 at a distorted geometry. The level of theory is the ωB97M-V functional and the def2-TZVPD basis.

Last column: natural (NBO) charge in e.
Positions of all 49 atoms, in Å:
Pt  0.0539  -0.6026  0.7633  0.922
S  0.4012  -1.1758  3.0417  -0.145
C  0.2348  0.3953  3.7776  -0.153
C  0.7857  0.7142  5.0151  -0.188
C  0.6344  1.9895  5.5466  -0.164
C  1.2236  2.2868  6.8227  0.301
N  1.6879  2.5126  7.8496  -0.328
C  -0.0850  2.9698  4.8504  -0.119
C  -0.6629  2.6489  3.6235  -0.179
C  -0.5262  1.3735  3.1091  -0.199
S  -1.3660  0.8554  1.6518  0.054
C  -0.2231  4.3008  5.3632  0.278
N  -0.3503  5.3666  5.7755  -0.329
H  1.3474  -0.0288  5.5650  0.232
H  -1.2222  3.4000  3.0814  0.229
O  -1.2274  -3.0388  -2.6125  -1.059
As  0.2208  -2.8165  -1.5666  2.435
O  1.1412  -4.1197  -1.8985  -1.131
O  -0.3934  -2.5918  -0.0271  -1.193
C  0.8988  -1.1949  -2.4947  -0.236
C  0.9435  -1.4028  -3.8591  -0.233
C  1.6417  -0.5271  -4.6866  -0.099
C  2.3353  0.5625  -4.1809  -0.270
C  2.2816  0.7882  -2.8257  -0.009
C  1.5810  -0.0687  -1.9342  -0.425
S  3.2444  -0.9962  -0.9101  2.485
O  3.9286  0.1674  -0.4439  -0.885
O  3.8227  -1.7340  -1.9871  -0.893
O  2.4069  -1.7127  0.0152  -0.913
H  -1.1539  -3.9720  -2.8559  0.490
H  0.4578  -2.2716  -4.2804  0.244
H  1.6604  -0.7212  -5.7528  0.214
H  2.8943  1.2177  -4.8337  0.221
H  2.8039  1.6316  -2.3892  0.224
N  -3.9309  -1.3646  -2.3921  -0.815
C  -3.1393  -1.1261  -1.3148  0.676
O  -2.2305  -0.3188  -1.3397  -0.630
C  -3.4745  -1.8910  -0.0566  -0.601
I  -5.3391  -1.2432  0.7702  0.073
H  -3.5733  -1.0389  -3.2743  0.401
H  -4.4920  -2.1987  -2.4044  0.389
H  -2.7130  -1.7111  0.6908  0.271
H  -3.5710  -2.9559  -0.2449  0.239
C  -0.1130  1.7752  -1.4541  -0.697
C  0.8399  0.8011  -0.8060  0.347
O  1.3285  1.0139  0.3325  -0.536
H  0.4639  2.5500  -1.9672  0.207
H  -0.7249  2.2342  -0.6802  0.253
H  -0.7523  1.2681  -2.1721  0.246

Output
net charge = -1
ΔE to the lowest compared entry with this formula, charge and spin = 4.465 eV
DFT total energy = -5307.89553 hartree
2S+1 = 1
LUMO energy = 0.01558 hartree
HOMO-LUMO gap = 5.49 eV